20
Properties=species:S:1:pos:R:3 method="wB97M-V/def2-TZVPD" lumo_energy_ev=-3.036 relative_energy_ev=3.469 smiles="C=NCC[C@@H](C)[NH3+]" energy_ev=-8367.341 charge=+1 homo_lumo_gap_ev=11.0
C -1.84837 1.91908 -1.70777
N -1.24336 0.84274 -1.33283
C 0.23982 0.95247 -1.28524
C 1.00004 0.45156 0.06638
C 0.58188 -1.01804 0.57116
C 1.40093 -1.30603 1.85197
N -1.09538 -1.04076 0.66560
H -2.94174 1.77949 -1.77567
H -1.30540 2.60372 -2.35353
H 0.85134 0.55052 -2.07628
H 0.32388 2.02268 -1.13696
H 2.05149 0.30284 -0.27319
H 0.81722 1.17555 0.82912
H 0.65109 -1.87509 -0.20624
H 0.95715 -2.25469 2.03325
H 2.46579 -1.42036 1.68557
H 1.34565 -0.59898 2.69439
H -1.54468 -0.21139 1.11639
H -1.36442 -0.88004 -0.39944
H -1.34293 -1.99527 1.03334